{"formula": "CH23MnO17P", "method": "ωB97M-V with the def2-TZVPD basis set", "total_energy_ev": -76829.39108, "multiplicity": 6, "homo_energy_ev": [-7.864, -8.154], "s2": 8.75, "homo_lumo_gap_ev": [4.95, 5.23], "charge": 0, "elements": ["H", "H", "H", "H", "O", "Mn", "H", "O", "O", "O", "H", "O", "O", "O", "H", "O", "O", "H", "H", "H", "H", "H", "H", "O", "H", "H", "O", "H", "O", "O", "H", "H", "H", "H", "O", "O", "O", "H", "C", "H", "P", "O", "H"], "coordinates": [[3.3484, -3.3805, 0.0082], [3.4364, 1.3924, -0.0393], [-3.3130, 1.0686, -2.3545], [0.5021, -1.9568, 2.7197], [-0.9719, 0.0128, 0.3162], [-1.1707, 2.0091, -0.6993], [1.5280, 0.8701, -4.1641], [0.0916, -4.1530, -1.3179], [1.2124, 1.8441, 2.4482], [1.1032, -0.6293, -3.5146], [-2.1636, 1.2522, 2.8695], [1.5765, 1.8416, -4.2761], [-2.3677, 1.0061, -2.1786], [-1.9062, 2.5913, 2.8640], [1.6816, 2.1868, -3.3849], [0.7644, -2.7028, 2.1602], [-2.1316, 0.1715, 2.6974], [-1.3314, -0.1429, 3.1187], [-2.0487, 0.1130, 1.7039], [-2.3193, -1.3766, 0.0361], [0.5077, -4.6663, -0.6211], [0.6596, -2.3567, 1.1742], [0.6245, 1.1841, 2.8363], [0.5263, 0.5535, -1.0804], [-2.0704, 0.2218, -2.6567], [1.1063, -1.5895, -3.4456], [-2.5697, 2.7664, 0.4645], [-3.7996, -1.7515, -0.0753], [0.7084, -1.4643, -0.0699], [-2.9319, -2.1225, 0.1125], [0.1757, -3.2310, -1.0393], [2.3486, -2.2972, -0.4568], [1.7200, -2.8692, 2.2682], [0.6361, 2.2608, 1.6423], [-0.2539, 2.9641, 0.8464], [2.9615, 1.8529, -0.7355], [3.0820, -2.8622, -0.7566], [2.1323, 1.3558, -0.8471], [0.1175, -0.3419, -0.2843], [0.8082, -0.3116, -2.6406], [-1.6301, 3.3539, 1.5422], [-1.7834, 4.8254, 1.6758], [1.4039, 2.5074, 3.1340]], "forces_ev_per_a": [[0.19, -0.08, -0.13], [0.11, -0.03, -0.09], [-0.01, 0.27, 0.16], [0.03, -0.08, 0.14], [-0.40, -1.35, 1.11], [0.04, -0.32, -0.25], [0.13, 0.59, -0.15], [-0.14, 0.11, 0.07], [1.33, -1.22, 1.27], [-0.51, -0.66, 0.36], [0.36, 3.34, -0.12], [-0.16, -0.07, -0.03], [-0.20, -0.42, -0.50], [0.87, -2.26, 0.74], [0.20, 0.01, -0.02], [0.38, -0.48, 0.22], [-0.97, -1.18, -0.22], [0.04, -0.20, -0.14], [0.63, -0.30, 0.16], [0.06, 0.05, -0.04], [0.07, -0.08, -0.10], [-0.57, 1.43, -1.75], [-0.18, 0.27, 0.19], [0.94, -0.44, -0.99], [0.18, 0.10, -0.05], [0.17, -0.01, -0.15], [-0.93, -1.09, -0.85], [-0.02, -0.06, 0.02], [0.18, -0.69, 0.85], [0.01, 0.06, 0.06], [0.01, -0.07, -0.08], [0.13, 0.10, -0.40], [-0.08, -0.02, 0.25], [-2.06, 2.27, -2.17], [2.94, -1.48, 1.34], [-0.14, 0.04, 0.16], [-0.13, 0.03, 0.42], [0.20, 0.01, -0.07], [-1.07, 1.18, 0.56], [0.34, 0.09, -0.12], [-2.40, 2.92, 0.15], [0.64, -0.49, 0.39], [-0.21, 0.21, -0.21]], "mulliken_charge": [0.264, 0.284, 0.267, 0.397, -0.448, 0.744, 0.429, -0.640, -0.415, -0.767, 0.516, -0.694, -0.465, -0.764, 0.268, -0.365, -0.440, 0.330, 0.418, 0.321, 0.278, 0.355, 0.332, -0.618, 0.285, 0.300, -0.760, 0.304, -0.587, -0.648, 0.386, 0.386, 0.453, 0.355, -0.757, -0.665, -0.556, 0.347, 0.455, 0.342, 1.084, -0.762, 0.450]}

=====

{"formula": "C2H3INOS", "method": "ωB97M-V with the def2-TZVPD basis set", "total_energy_ev": -24583.55925, "homo_energy_ev": -13.513, "e_above_lowest_kcal_mol": 43.7, "homo_lumo_gap_ev": 8.42, "charge": 1, "elements": ["I", "H", "H", "S", "C", "N", "H", "O", "C"], "coordinates": [[-0.9392, -3.3509, 1.0610], [-0.1745, 2.0390, -0.7433], [1.0003, 1.4583, -2.0567], [0.3878, -1.5671, 2.0203], [0.3449, -0.6742, 0.4926], [0.1934, 1.1958, -1.3369], [-0.6340, 1.1200, -1.9358], [-0.4128, -0.4126, 2.8863], [0.2341, 0.1918, -0.3875]], "forces_ev_per_a": [[-0.26, -0.16, 0.20], [1.55, -0.79, -1.34], [-1.28, -0.84, 2.36], [-2.77, 5.02, 2.13], [-0.09, 2.81, -2.63], [-1.09, 3.33, -0.55], [-0.13, -0.68, -0.39], [2.64, -4.52, -2.77], [1.43, -4.17, 3.00]], "mulliken_charge": [0.186, 0.464, 0.428, 0.222, -0.198, -0.409, 0.410, -0.456, 0.352]}

=====

{"formula": "C23H21N3O4", "method": "ωB97M-V with the def2-TZVPD basis set", "total_energy_ev": -36851.12543, "smiles": "Cc1ccccc1C(=O)NC(NC(=O)c1ccccc1C)c1cccc([N+](=O)[O-])c1", "homo_energy_ev": -9.278, "e_above_lowest_kcal_mol": 65.9, "homo_lumo_gap_ev": 8.72, "charge": 0, "elements": ["H", "H", "C", "H", "N", "H", "C", "H", "C", "C", "C", "H", "C", "C", "H", "H", "C", "O", "C", "H", "H", "H", "O", "C", "H", "H", "N", "C", "H", "C", "C", "H", "H", "C", "H", "C", "H", "C", "H", "C", "C", "O", "C", "O", "C", "C", "N", "H", "H", "C", "C"], "coordinates": [[0.7316, -3.5254, 1.6914], [1.3462, -0.1516, 1.7607], [4.6906, 0.0616, 1.3519], [5.6237, -0.0049, 1.8898], [0.1697, 1.3793, -0.3768], [-2.5223, 0.7112, 0.6241], [3.4718, -0.1048, 1.9824], [-4.3143, 3.3231, 1.0716], [3.5323, 0.4143, -0.7460], [-2.9516, 1.3475, -0.1505], [-1.7101, -4.9685, 0.2174], [-0.0338, 4.9289, -0.7445], [-0.4829, -1.4069, 0.0297], [-2.3894, -5.0818, -0.9828], [-2.9737, -4.0873, -2.7894], [-3.6776, 5.6776, 1.3568], [-0.3321, -3.6814, 1.8731], [5.9558, 0.6278, -1.8898], [-3.0113, 5.0001, 0.8434], [-1.6757, -5.8111, 0.8927], [-1.5361, 6.5003, 0.4362], [-0.2062, 1.2197, 0.5472], [-0.0352, 2.4812, -2.3379], [-2.4401, -4.0078, -1.8546], [-4.0339, 1.2602, -0.0900], [0.4576, -1.4978, -1.7705], [0.3330, -0.9369, -0.9431], [-2.5311, 2.7752, 0.0336], [-2.8822, -6.0084, -1.2366], [-1.8116, 5.4621, 0.3298], [4.7077, 0.3187, -0.0127], [3.5895, 0.6238, -1.8038], [-2.6246, 0.9703, -1.1178], [-1.8017, -2.8278, -1.5203], [-0.4560, -4.5851, 2.4638], [-0.3600, 2.3448, -1.1777], [3.4379, -0.3071, 3.0416], [1.0260, 0.3526, -0.9007], [-0.6973, -2.8301, 2.4434], [-1.1194, -2.7115, -0.3135], [2.2923, -0.0123, 1.2609], [-0.6942, -0.8077, 1.0709], [-0.9691, 4.5854, -0.3284], [6.9776, 0.4641, -0.0077], [-1.0730, -3.7883, 0.5770], [-3.3672, 3.6726, 0.6860], [5.9740, 0.4844, -0.6868], [1.2502, 0.6429, -1.9351], [-1.8540, -1.9798, -2.1890], [-1.3138, 3.2461, -0.4624], [2.3137, 0.2484, -0.1073]], "forces_ev_per_a": [[0.08, 0.01, 0.06], [-0.08, 0.00, 0.05], [0.29, 0.06, -0.29], [0.02, 0.00, 0.01], [0.02, -0.12, 0.11], [-0.03, -0.09, -0.03], [-0.13, 0.01, -0.11], [-0.10, -0.04, 0.01], [0.11, 0.01, 0.00], [-0.02, -0.07, 0.11], [0.03, 0.06, 0.01], [0.09, 0.05, -0.05], [0.12, -0.13, -0.48], [-0.04, 0.02, -0.08], [-0.05, 0.00, -0.07], [-0.05, 0.06, 0.04], [-0.04, 0.06, 0.14], [0.05, 0.06, -0.32], [-0.03, 0.02, 0.02], [0.02, -0.07, 0.08], [0.03, 0.09, 0.01], [-0.02, 0.12, -0.10], [0.01, 0.12, -0.35], [-0.05, -0.09, -0.07], [-0.06, -0.02, -0.03], [-0.01, -0.03, 0.10], [0.08, 0.10, -0.32], [0.10, 0.04, -0.06], [-0.04, -0.08, -0.02], [0.05, 0.05, 0.00], [-1.05, -0.17, 0.68], [-0.01, 0.01, -0.06], [-0.02, -0.11, -0.06], [0.06, 0.03, 0.08], [0.04, -0.07, 0.02], [0.09, -0.07, 0.31], [0.01, -0.02, 0.09], [0.07, 0.04, 0.04], [0.05, -0.02, 0.08], [-0.29, -0.23, -0.03], [0.10, 0.00, 0.04], [0.00, 0.07, 0.42], [0.02, -0.08, -0.01], [0.29, 0.01, 0.11], [-0.01, 0.07, -0.05], [0.03, 0.03, 0.02], [0.42, 0.03, -0.19], [-0.05, -0.11, 0.27], [0.00, 0.08, -0.06], [-0.24, 0.26, -0.04], [0.16, 0.03, -0.01]], "mulliken_charge": [0.282, 0.494, -0.374, 0.504, 0.086, 0.191, -0.934, 0.406, -0.474, -1.405, -0.763, 0.479, 0.845, -0.611, 0.419, 0.389, -1.353, -0.615, -0.546, 0.365, 0.396, 0.368, -0.657, -0.755, 0.527, 0.350, -0.006, 0.944, 0.390, -0.643, -0.388, 0.504, 0.282, -0.743, 0.427, 0.318, 0.425, -0.775, 0.262, 0.366, -0.232, -0.684, -0.579, -0.634, 0.839, -0.793, 1.049, 0.720, 0.438, 0.467, 0.433]}

=====

{"formula": "C8H14N3O3P", "method": "ωB97M-V with the def2-TZVPD basis set", "total_energy_ev": -28420.13088, "smiles": "[H]/N=C(/C)C[C@H](C#N)[C@H](C#N)P(O)O.CO", "homo_energy_ev": -9.180, "e_above_lowest_kcal_mol": 0.0, "homo_lumo_gap_ev": 8.67, "charge": 0, "elements": ["O", "C", "N", "H", "O", "C", "H", "H", "H", "C", "C", "H", "H", "H", "C", "N", "H", "H", "H", "H", "C", "C", "H", "O", "H", "H", "P", "C", "N"], "coordinates": [[-1.4416, -1.6740, 0.7322], [-0.4686, 0.2333, -1.4065], [1.9190, -1.0452, 1.2646], [-0.9606, -3.0304, -1.9269], [-2.8972, -1.0352, 4.1977], [1.4042, -0.3015, 0.4615], [-3.9409, -2.3544, 3.0066], [-4.0489, -0.6290, 2.5375], [3.3129, 2.5899, 0.7078], [-4.0166, -1.3287, 3.3765], [0.4573, 0.8134, -0.2239], [1.2467, 2.2270, -1.9140], [-4.9264, -1.2245, 3.9689], [3.9706, 0.9452, -2.9032], [3.5800, 0.3897, -1.9616], [3.8299, 1.9335, 0.0992], [0.1620, -0.2006, -2.2820], [-0.2286, 1.3463, 0.5421], [1.3450, 2.8699, -0.1485], [-0.8146, -2.4474, 0.6639], [1.4857, 1.9451, -0.8282], [3.0320, 1.4293, -0.8369], [4.3825, -0.3204, -1.5224], [-1.7405, -2.4306, -2.0174], [2.6831, -0.2869, -2.2581], [-2.1075, -1.1348, 3.6489], [-1.6892, -1.1342, -0.8856], [-1.3822, 1.4765, -1.9091], [-2.1475, 2.3787, -2.1831]], "forces_ev_per_a": [[1.93, -1.11, -2.97], [1.40, 0.56, -0.62], [-2.40, 3.63, -4.49], [-0.64, 0.32, -0.45], [0.25, 0.03, 0.07], [-0.30, -1.73, 3.60], [-0.23, 0.02, -0.13], [-0.22, -0.12, -0.10], [0.18, -0.45, -0.45], [0.26, 0.00, -0.13], [1.38, 0.07, -0.75], [-0.11, -0.41, 1.63], [0.16, 0.01, 0.02], [-0.70, -0.91, 1.75], [-0.93, -0.01, 0.70], [-1.88, -1.64, -2.80], [-0.90, 1.22, 1.30], [1.32, -1.39, -0.95], [0.65, -1.44, -1.29], [-0.51, 0.96, 0.83], [0.46, -0.42, -0.22], [1.03, 1.74, 2.02], [-1.27, 1.54, -0.66], [2.43, 0.87, 2.16], [1.51, 1.17, 0.28], [-0.20, 0.05, 0.19], [-4.57, 0.37, 0.42], [-2.53, 2.05, -0.45], [4.44, -5.00, 1.48]], "mulliken_charge": [-0.383, 0.153, -0.524, 0.313, -0.513, -0.140, 0.205, 0.210, 0.261, -0.451, 0.302, 0.313, 0.246, 0.311, -0.798, -0.689, 0.250, 0.588, 0.282, 0.276, -0.653, 0.399, 0.302, -0.445, 0.153, 0.295, 0.104, 0.087, -0.454]}

=====

> Look up the charge of the second one.

+1